(1)
{"formula": "C39H78BO27P", "method": "wB97M-V/def2-TZVPD", "homo_lumo_gap_ha": 0.239, "e_homo_ev": -7.823, "e_lumo_ev": -1.33, "energy_ev": -106946.8458, "max_force_ha_per_bohr": 0.16772, "smiles": "C=C[PH](CCCC(=O)O)(CCOC(C)=O)CB(O)O.CCOC(=O)OC.CCOC(=O)OC.CCOC(=O)OC.CCOC(=O)OC.CCOC(=O)OC.CCOC(=O)OC.CCOC(=O)OC", "species": ["C", "C", "P", "C", "C", "C", "C", "O", "O", "C", "C", "O", "C", "C", "O", "C", "B", "O", "O", "H", "H", "H", "H", "H", "H", "H", "H", "H", "H", "H", "H", "H", "H", "H", "H", "H", "H", "H", "H", "H", "H", "C", "C", "O", "C", "O", "O", "C", "H", "H", "H", "H", "H", "H", "H", "H", "C", "C", "O", "C", "O", "O", "C", "H", "H", "H", "H", "H", "H", "H", "H", "C", "C", "O", "C", "O", "O", "C", "H", "H", "H", "H", "H", "H", "H", "H", "C", "C", "O", "C", "O", "O", "C", "H", "H", "H", "H", "H", "H", "H", "H", "C", "C", "O", "C", "O", "O", "C", "H", "H", "H", "H", "H", "H", "H", "H", "C", "C", "O", "C", "O", "O", "C", "H", "H", "H", "H", "H", "H", "H", "H", "C", "C", "O", "C", "O", "O", "C", "H", "H", "H", "H", "H", "H", "H", "H"], "xyz": [[1.796, -2.403, 2.383], [3.012, -2.733, 1.548], [3.341, -1.856, -0.160], [2.931, -3.489, -1.060], [1.267, -3.648, -1.042], [0.875, -5.200, -1.529], [-0.717, -5.178, -1.926], [-1.073, -5.634, -3.138], [-1.789, -4.649, -1.062], [3.542, -0.127, 0.700], [4.378, -0.202, 2.116], [4.938, 1.172, 2.327], [3.831, 2.151, 2.493], [3.547, 3.267, 1.315], [3.028, 2.174, 3.567], [5.076, -1.695, -0.939], [5.948, -3.088, -1.005], [5.977, -3.782, -2.341], [6.708, -3.708, 0.099], [1.754, -1.475, 3.111], [0.830, -3.066, 2.273], [3.801, -3.557, 1.887], [2.236, -1.243, -0.910], [3.321, -4.457, -0.480], [3.220, -3.506, -2.209], [0.808, -3.537, 0.030], [0.772, -2.855, -1.745], [1.038, -5.876, -0.559], [1.601, -5.486, -2.403], [-1.615, -3.655, -0.933], [4.146, 0.604, -0.026], [2.469, 0.371, 0.831], [5.275, -0.950, 2.040], [3.708, -0.443, 3.060], [3.517, 4.378, 1.727], [2.492, 3.055, 0.825], [4.330, 3.172, 0.419], [5.692, -0.942, -0.251], [5.052, -1.170, -2.009], [6.728, -3.283, -2.819], [7.329, -4.372, -0.367], [-0.306, 3.607, 3.579], [0.111, 2.164, 3.811], [-0.798, 1.500, 4.699], [-1.994, 1.148, 4.162], [-2.347, 1.342, 3.010], [-2.738, 0.570, 5.136], [-4.066, 0.247, 4.728], [-0.416, 4.133, 4.532], [0.435, 4.129, 2.966], [-1.273, 3.667, 3.071], [1.093, 2.147, 4.293], [0.203, 1.610, 2.869], [-4.068, -0.372, 3.825], [-4.638, 1.166, 4.568], [-4.540, -0.318, 5.535], [-8.696, -4.898, 2.906], [-7.712, -4.466, 3.981], [-7.117, -3.202, 3.659], [-7.911, -2.115, 3.843], [-9.060, -2.128, 4.254], [-7.215, -1.017, 3.462], [-7.975, 0.188, 3.504], [-8.214, -4.902, 1.923], [-9.084, -5.898, 3.117], [-9.544, -4.210, 2.841], [-6.896, -5.194, 4.035], [-8.180, -4.431, 4.971], [-8.425, 0.343, 4.490], [-8.745, 0.168, 2.726], [-7.298, 1.023, 3.300], [5.140, 9.114, -2.247], [5.556, 7.671, -2.014], [4.648, 7.007, -1.126], [3.451, 6.655, -1.664], [3.098, 6.849, -2.815], [2.708, 6.077, -0.690], [1.380, 5.754, -1.097], [5.030, 9.640, -1.293], [5.880, 9.636, -2.859], [4.173, 9.174, -2.755], [6.539, 7.654, -1.532], [5.648, 7.117, -2.956], [1.378, 5.135, -2.000], [0.808, 6.673, -1.258], [0.906, 5.189, -0.290], [-11.104, -1.559, 6.193], [-12.534, -1.298, 6.637], [-12.708, -1.605, 8.027], [-12.192, -0.699, 8.898], [-11.612, 0.332, 8.600], [-12.410, -1.155, 10.155], [-11.820, -0.344, 11.169], [-10.808, -2.585, 6.434], [-10.999, -1.401, 5.116], [-10.400, -0.897, 6.706], [-13.209, -1.958, 6.081], [-12.844, -0.268, 6.428], [-12.135, 0.700, 11.080], [-10.730, -0.425, 11.120], [-12.151, -0.722, 12.140], [0.682, 2.990, -5.463], [1.749, 2.774, -4.403], [1.584, 1.507, -3.754], [1.971, 0.422, -4.474], [2.442, 0.440, -5.599], [1.717, -0.685, -3.735], [1.981, -1.906, -4.422], [-0.318, 2.870, -5.032], [0.765, 3.991, -5.897], [0.767, 2.259, -6.272], [1.648, 3.541, -3.629], [2.759, 2.866, -4.819], [3.003, -1.932, -4.813], [1.255, -2.041, -5.230], [1.863, -2.728, -3.710], [8.450, 1.462, 0.993], [8.510, 0.149, 0.230], [8.763, 0.372, -1.163], [10.041, 0.703, -1.483], [10.968, 0.819, -0.700], [10.098, 0.912, -2.820], [11.368, 1.372, -3.276], [7.718, 2.137, 0.539], [8.176, 1.289, 2.038], [9.413, 1.980, 0.973], [7.538, -0.351, 0.298], [9.255, -0.534, 0.653], [12.174, 0.703, -2.957], [11.545, 2.390, -2.914], [11.350, 1.393, -4.369], [-1.382, -2.137, -11.020], [-2.079, -1.118, -10.133], [-2.689, -1.750, -9.000], [-1.839, -2.139, -8.015], [-0.628, -1.993, -8.015], [-2.568, -2.745, -7.047], [-1.779, -3.298, -5.996], [-2.077, -2.932, -11.310], [-0.990, -1.659, -11.922], [-0.550, -2.618, -10.498], [-2.884, -0.639, -10.699], [-1.395, -0.325, -9.810], [-1.109, -2.549, -5.561], [-1.209, -4.154, -6.372], [-2.456, -3.651, -5.213]]}

(2)
{"formula": "C39H78Br4CaCl4CsN4O11P2S3", "method": "wB97M-V/def2-TZVPD", "homo_lumo_gap_ha": 0.040, "e_homo_ev": -7.463, "e_lumo_ev": -6.37, "energy_ev": -470493.1122, "total_charge": 1, "max_force_ha_per_bohr": 0.08537, "species": ["C", "C", "C", "C", "C", "C", "P", "C", "C", "C", "N", "C", "N", "C", "S", "C", "C", "C", "Cl", "C", "C", "Cl", "N", "P", "S", "C", "C", "C", "C", "C", "C", "C", "O", "C", "H", "H", "H", "H", "H", "H", "H", "H", "H", "H", "H", "H", "H", "H", "H", "H", "H", "H", "H", "H", "H", "H", "H", "H", "H", "H", "H", "H", "H", "H", "H", "H", "H", "H", "H", "H", "H", "H", "H", "H", "H", "H", "H", "H", "H", "H", "H", "H", "H", "H", "O", "S", "O", "O", "O", "C", "C", "O", "N", "C", "H", "H", "H", "H", "H", "H", "H", "O", "C", "O", "C", "C", "C", "H", "H", "H", "H", "H", "H", "Cs", "O", "C", "O", "C", "C", "C", "H", "H", "H", "H", "H", "H", "Ca", "Cl", "C", "C", "Cl", "H", "H", "H", "H", "C", "O", "H", "H", "H", "H", "C", "Br", "Br", "Br", "H", "Br"], "xyz": [[-1.300, 2.002, 3.898], [-1.207, 3.189, 2.749], [0.320, 3.697, 2.447], [1.118, 2.916, 1.262], [1.121, 1.287, 1.538], [0.697, 3.328, -0.285], [1.710, 4.799, -1.017], [1.499, 6.413, -0.030], [3.622, 4.445, -0.850], [4.463, 5.491, -1.790], [1.373, 2.154, -1.043], [0.392, 1.271, -1.846], [0.507, -0.068, -2.190], [1.738, -0.833, -1.760], [1.415, -2.433, -0.847], [0.937, -2.161, 0.941], [0.249, -3.589, 1.478], [-0.537, -0.787, -3.045], [-0.471, -0.254, -4.858], [-2.075, -0.683, -2.423], [-2.151, -1.102, -0.821], [-3.040, -2.041, -3.319], [-0.737, 2.267, -2.190], [-0.189, 3.177, -3.602], [-0.676, 5.052, -3.682], [-0.818, 3.011, -0.835], [-2.061, 4.035, -0.660], [-1.759, 5.529, -0.113], [-3.172, 6.366, 0.210], [-4.333, 6.151, -0.924], [-5.420, 4.944, -0.537], [-6.719, 4.977, -1.589], [-7.774, 4.095, -1.061], [-7.629, 2.709, -1.557], [-0.305, 1.926, 4.523], [-2.257, 2.198, 4.579], [-1.494, 0.989, 3.300], [-1.792, 4.126, 3.194], [-1.803, 2.800, 1.823], [0.932, 3.485, 3.451], [0.312, 4.878, 2.355], [2.263, 3.244, 1.359], [2.142, 0.822, 1.147], [0.173, 0.820, 1.039], [1.055, 1.056, 2.707], [2.539, 6.748, 0.444], [1.230, 7.265, -0.809], [0.729, 6.387, 0.846], [3.889, 3.338, -1.205], [3.955, 4.497, 0.293], [4.148, 6.591, -1.549], [5.614, 5.371, -1.608], [4.248, 5.210, -2.910], [1.987, 2.443, -1.846], [2.509, -0.222, -1.124], [2.311, -1.126, -2.765], [1.906, -1.875, 1.575], [0.099, -1.355, 1.060], [1.042, -4.419, 1.705], [-0.538, -3.903, 0.644], [-0.398, -3.284, 2.422], [-0.319, -1.960, -3.096], [-2.623, 0.317, -2.683], [-2.015, -2.262, -0.655], [-1.373, -0.436, -0.255], [-3.237, -0.759, -0.464], [1.251, 2.991, -3.823], [-0.818, 2.555, -4.776], [-1.146, 2.099, -0.131], [-2.590, 4.129, -1.726], [-2.869, 3.540, 0.040], [-1.228, 5.439, 0.926], [-1.172, 6.232, -0.877], [-3.566, 5.887, 1.230], [-2.943, 7.495, 0.467], [-3.827, 5.946, -1.957], [-4.986, 7.149, -0.934], [-5.802, 5.030, 0.583], [-4.937, 3.872, -0.678], [-7.073, 6.092, -1.637], [-6.350, 4.692, -2.672], [-8.741, 2.289, -1.661], [-7.028, 2.014, -0.817], [-7.138, 2.655, -2.624], [-4.347, 9.323, -1.147], [-3.241, 9.504, -2.105], [-2.780, 8.186, -2.578], [-2.126, 10.205, -1.442], [-3.710, 10.301, -3.252], [-0.248, -6.827, 3.308], [0.303, -6.045, 4.467], [0.049, -4.853, 4.630], [1.107, -6.693, 5.357], [1.522, -8.075, 5.345], [-0.870, -6.173, 2.690], [0.569, -7.210, 2.692], [-0.869, -7.649, 3.673], [1.437, -6.098, 6.108], [1.187, -8.537, 6.277], [2.614, -8.101, 5.305], [1.112, -8.626, 4.498], [-1.543, -5.984, -8.810], [-1.795, -4.971, -8.177], [-1.939, -4.927, -6.820], [-2.335, -3.612, -6.434], [-1.900, -2.717, -7.565], [-2.035, -3.615, -8.768], [-3.421, -3.602, -6.291], [-1.851, -3.343, -5.491], [-2.486, -1.797, -7.637], [-0.847, -2.438, -7.432], [-3.044, -3.582, -9.189], [-1.290, -3.379, -9.531], [-0.841, 9.690, 0.320], [0.722, -10.143, 7.594], [1.190, -9.843, 8.680], [0.788, -8.769, 9.420], [1.620, -8.658, 10.574], [2.200, -10.033, 10.780], [2.310, -10.559, 9.372], [2.392, -7.906, 10.377], [1.021, -8.335, 11.431], [3.151, -10.022, 11.319], [1.495, -10.651, 11.349], [3.258, -10.277, 8.905], [2.167, -11.641, 9.336], [-3.541, 2.449, 1.671], [4.095, -5.821, 4.167], [5.796, -6.212, 4.521], [5.933, -7.466, 5.369], [5.327, -7.229, 7.026], [6.248, -5.344, 5.011], [6.294, -6.357, 3.558], [6.988, -7.744, 5.454], [5.394, -8.311, 4.928], [1.470, -4.601, -9.590], [1.594, -3.229, -9.916], [1.032, -4.691, -8.593], [0.819, -5.092, -10.317], [2.458, -5.068, -9.595], [1.984, -3.181, -10.805], [5.825, 8.706, -4.100], [5.171, 9.829, -2.652], [7.017, 7.312, -3.452], [4.369, 7.977, -5.165], [6.415, 9.349, -4.762], [7.559, 10.837, -1.975]]}